The following is a DFT calculation (ωB97M-V/def2-TZVPD) of an isolated molecule of C11H12N2O2 in a non-equilibrium geometry.

Computed properties:
- SMILES: Cc1c(O)c(=O)n(-c2ccccc2)n1C
- HOMO level: -0.2928 Ha
- Frontier orbital gap: 0.31628 Eh
- ΔE to the lowest compared entry with this formula, charge and spin: 395.2 kJ/mol

Each line ends with the Löwdin charge.
Geometry (Å):
O1 -0.62 3.22 -0.01  0.065
O2 -3.71 2.13 -0.28  0.020
N1 -0.98 -0.24 -0.10  -0.085
N2 -0.24 0.94 -0.04  0.017
C1 3.21 1.97 0.31  -0.098
C2 -2.49 1.44 -0.12  -0.110
C3 -0.97 2.06 -0.09  -0.336
C4 3.94 1.04 -0.36  -0.095
C5 -2.33 0.10 -0.12  -0.298
C6 1.84 1.96 0.43  -0.010
C7 1.88 -0.17 -0.73  -0.028
C8 3.24 -0.04 -0.93  -0.080
C9 -3.30 -0.93 -0.51  -0.018
C10 1.15 0.89 -0.10  -0.164
C11 -0.64 -1.45 0.77  0.017
H1 3.81 2.75 0.77  0.108
H2 -1.46 -1.77 1.32  0.046
H3 4.96 1.10 -0.48  0.075
H4 -4.21 -0.35 -0.91  0.118
H5 3.80 -0.84 -1.60  0.147
H6 -0.13 -2.07 0.06  0.066
H7 -3.57 2.94 0.24  0.117
H8 -3.57 -1.64 0.38  0.106
H9 1.47 -0.97 -1.20  0.071
H10 -2.72 -1.62 -1.10  0.077
H11 1.50 2.88 0.92  0.123
H12 0.14 -1.08 1.62  0.148



The following is a DFT calculation (ωB97M-V/def2-TZVPD) of a structure of composition C11H12N2PRu in a non-equilibrium geometry.

Computed properties:
- Charge: +1
- HOMO level (alpha / beta): -0.3822 / -0.4819 Ha
- <S²>: 6.052
- Frontier orbital gap (alpha / beta): 0.22719 / 0.28256 Eh
- Spin multiplicity: 5
- ΔE to the lowest compared entry with this formula, charge and spin: 220.9 kJ/mol

Each line ends with the Löwdin charge.
Geometry (Å):
Ru1 -0.24 0.17 -1.35  1.023
P1 0.15 2.31 -0.63  0.730
N1 -0.28 -0.06 0.81  -0.150
N2 0.17 -0.13 6.13  0.203
C1 0.73 -0.74 1.38  -0.112
C2 -1.21 0.40 2.92  0.027
C3 0.43 -1.56 -1.39  -0.233
C4 -0.12 -0.22 3.54  -0.189
C5 -0.27 -2.04 -2.49  -0.191
C6 -0.39 -1.31 -3.67  -0.137
C7 0.89 0.60 -2.78  -0.276
C8 -1.26 0.48 1.54  -0.139
C9 0.07 0.03 -3.75  -0.205
C10 0.03 -0.19 4.97  -0.139
C11 0.86 -0.83 2.76  0.035
H1 -0.73 -3.03 -2.42  0.118
H2 -0.83 3.03 0.13  -0.073
H3 -2.04 1.00 0.98  0.109
H4 -0.17 0.64 -4.63  0.117
H5 0.65 -2.29 -0.60  0.062
H6 -0.79 -1.78 -4.57  0.114
H7 -1.99 0.89 3.51  0.138
H8 1.43 -1.24 0.72  0.100
H9 1.26 2.44 0.25  -0.054
H10 1.49 1.50 -2.92  0.042
H11 0.44 3.32 -1.60  -0.065
H12 1.71 -1.38 3.16  0.143



The following is a DFT calculation (ωB97M-V/def2-TZVPD) of a structure of composition C11H12N2PTm in a non-equilibrium geometry.

Computed properties:
- HOMO level (alpha / beta): -0.2183 / -0.2209 Ha
- <S²>: 2.395
- Frontier orbital gap (alpha / beta): 0.15362 / 0.17173 Eh
- Spin multiplicity: 3
- ΔE to the lowest compared entry with this formula, charge and spin: 114.6 kJ/mol

Each line ends with the Löwdin charge.
Geometry (Å):
Tm1 1.73 -1.51 0.89  0.931
P1 -0.30 -3.45 0.67  0.648
N1 0.87 -0.12 2.14  -0.192
N2 -0.75 0.34 7.25  0.157
C1 0.04 0.02 4.76  -0.226
C2 1.00 1.20 -1.67  -0.235
C3 0.83 2.60 -1.84  -0.198
C4 -0.09 0.77 2.48  -0.075
C5 -0.56 2.91 -1.76  -0.175
C6 0.98 -0.94 4.41  -0.021
C7 -0.48 0.89 3.79  -0.017
C8 -0.35 0.62 -1.51  -0.243
C9 1.49 -0.93 3.11  -0.328
C10 -1.28 1.69 -1.54  -0.212
C11 -0.39 0.17 6.14  -0.160
H1 -2.34 1.59 -1.36  0.063
H2 -0.49 1.35 1.65  0.123
H3 -1.48 -3.10 -0.10  -0.089
H4 2.54 -1.32 2.90  0.028
H5 -0.56 -0.45 -1.41  0.022
H6 1.63 3.31 -2.03  0.066
H7 -1.00 3.90 -1.84  0.067
H8 1.94 0.64 -1.66  0.027
H9 -1.22 1.65 4.08  0.128
H10 1.32 -1.70 5.12  0.129
H11 -0.99 -4.14 1.73  -0.106
H12 0.05 -4.62 -0.10  -0.110



Question: Which value of ΔE to the lowest compared entry with this formula, charge and spin does entry 3 give?
Answer: 114.6 kJ/mol



Repeat the second record exactly.
The following is a DFT calculation (ωB97M-V/def2-TZVPD) of a structure of composition C11H12N2PRu in a non-equilibrium geometry.

Computed properties:
- Charge: +1
- HOMO level (alpha / beta): -0.3822 / -0.4819 Ha
- <S²>: 6.052
- Frontier orbital gap (alpha / beta): 0.22719 / 0.28256 Eh
- Spin multiplicity: 5
- ΔE to the lowest compared entry with this formula, charge and spin: 220.9 kJ/mol

Each line ends with the Löwdin charge.
Geometry (Å):
Ru1 -0.24 0.17 -1.35  1.023
P1 0.15 2.31 -0.63  0.730
N1 -0.28 -0.06 0.81  -0.150
N2 0.17 -0.13 6.13  0.203
C1 0.73 -0.74 1.38  -0.112
C2 -1.21 0.40 2.92  0.027
C3 0.43 -1.56 -1.39  -0.233
C4 -0.12 -0.22 3.54  -0.189
C5 -0.27 -2.04 -2.49  -0.191
C6 -0.39 -1.31 -3.67  -0.137
C7 0.89 0.60 -2.78  -0.276
C8 -1.26 0.48 1.54  -0.139
C9 0.07 0.03 -3.75  -0.205
C10 0.03 -0.19 4.97  -0.139
C11 0.86 -0.83 2.76  0.035
H1 -0.73 -3.03 -2.42  0.118
H2 -0.83 3.03 0.13  -0.073
H3 -2.04 1.00 0.98  0.109
H4 -0.17 0.64 -4.63  0.117
H5 0.65 -2.29 -0.60  0.062
H6 -0.79 -1.78 -4.57  0.114
H7 -1.99 0.89 3.51  0.138
H8 1.43 -1.24 0.72  0.100
H9 1.26 2.44 0.25  -0.054
H10 1.49 1.50 -2.92  0.042
H11 0.44 3.32 -1.60  -0.065
H12 1.71 -1.38 3.16  0.143



Question: ΔE to the lowest compared entry with this formula, charge and spin of number 1 (C11H12N2O2)?
Answer: 395.2 kJ/mol